Here is an isolated molecule of Cl2H3N3 in a non-equilibrium geometry from the OMol25 dataset. Energies are from ωB97M-V/def2-TZVPD.

Values from the calculation:
- HOMO energy: -9.655 eV
- Kohn-Sham gap: 9.489 eV
- SMILES: NNN(Cl)Cl

```
8
Properties=species:S:1:pos:R:3:forces:R:3
N -1.382109 0.091819 -0.175227 -0.2495 1.7904 -0.0681
N -0.149365 0.500641 0.366029 -0.6138 0.2622 1.9634
N 0.894558 -0.034685 -0.289406 0.7975 0.7260 -0.5595
Cl 2.298534 0.955880 0.048662 -0.1199 -0.3007 0.0654
Cl 1.351422 -1.764316 0.098320 -0.1998 0.0196 0.4161
H -1.503536 0.459103 -1.125850 0.3800 0.7427 0.6100
H -1.402077 -0.862240 -0.382343 0.2316 -2.3208 0.4940
H -0.107424 0.653796 1.459817 -0.2259 -0.9194 -2.9213
```
Forces are in eV/Å.

Atom charges from the Löwdin analysis, given in e for atoms 1 to 4:
1. N 0.02
2. N -0.31
3. N -0.91
4. Cl 0.52

---

Here is a cluster of 2 separate species, Cl2H3N3 in total in a non-equilibrium geometry from the OMol25 dataset. Energies are from ωB97M-V/def2-TZVPD.

Values from the calculation:
- Multiplicity: 3
- HOMO energy (spin up / spin down): -7.094 / -10.431 eV
- Kohn-Sham gap (spin up / spin down): 7.532 / 8.867 eV

```
8
Properties=species:S:1:pos:R:3:forces:R:3
N 1.391322 0.184682 -0.054317 3.4045 2.5264 0.3253
N 0.453442 -0.685667 -0.118106 0.5464 -6.9838 -4.6730
N -0.555014 -0.312303 0.573706 -4.7620 0.0893 3.4750
Cl -1.992309 -1.228976 0.263211 1.0211 0.2824 -0.2006
Cl -0.840567 2.195828 -0.210498 0.1544 2.7333 -2.9661
H -1.094746 1.627988 0.817459 -0.5414 -1.2721 2.5601
H 2.206464 -0.150357 -0.556499 0.0426 -0.1377 -0.2484
H 0.431412 -1.631195 -0.714956 0.1343 2.7623 1.7278
```
Forces are in eV/Å.

Atom charges from the Löwdin analysis, given in e for atoms 1 to 4:
1. N 0.05
2. N -0.38
3. N -0.54
4. Cl 0.55

---

Here is a cluster of 2 separate species, Cl2H4Si2 in total in a non-equilibrium geometry from the OMol25 dataset. Energies are from ωB97M-V/def2-TZVPD.

Values from the calculation:
- HOMO energy: -9.119 eV
- Kohn-Sham gap: 8.014 eV

```
8
Properties=species:S:1:pos:R:3:forces:R:3
Si -3.600085 -1.422660 0.294865 -0.3683 -0.1380 -1.7246
Si 2.614733 0.271395 -0.135006 1.4722 -1.5520 -3.9360
Cl 1.344960 -0.944679 -1.302949 0.1183 0.6420 0.8968
Cl 4.031070 -0.974585 0.605789 0.2179 -0.2490 0.4447
H 2.110611 1.027357 0.888637 -1.2241 1.1729 1.5690
H -4.396377 -2.048142 -0.994766 0.8037 0.6721 0.9761
H -4.405910 -2.333811 1.106160 -0.4240 -0.5297 0.7473
H 3.339095 0.992869 -1.274009 -0.5958 -0.0182 1.0268
```
Forces are in eV/Å.

Atom charges from the Löwdin analysis, given in e for atoms 1 to 4:
1. Si 0.52
2. Si -0.17
3. Cl 0.14
4. Cl 0.21

---

Here is an isolated molecule of Cl2HN in a non-equilibrium geometry from the OMol25 dataset. Energies are from ωB97M-V/def2-TZVPD.

Values from the calculation:
- HOMO energy: -10.746 eV
- Kohn-Sham gap: 8.694 eV
- SMILES: ClNCl

```
4
Properties=species:S:1:pos:R:3:forces:R:3
Cl -0.511490 -1.130600 -1.265163 0.2848 0.9784 1.9914
N 0.325712 -0.123206 0.430841 -1.3563 -2.9249 -0.5158
Cl -0.627289 1.017129 1.171709 -0.2575 0.1610 -0.4802
H 0.813067 0.236677 -0.337387 1.3289 1.7854 -0.9954
```
Forces are in eV/Å.

Löwdin atomic charges, in units of e:
1. Cl 0.19
2. N -0.66
3. Cl 0.57
4. H -0.10

---

Here is an isolated molecule of Cl2HNS in a non-equilibrium geometry from the OMol25 dataset. Energies are from ωB97M-V/def2-TZVPD.

Values from the calculation:
- HOMO energy (spin up / spin down): -10.402 / -10.401 eV
- Kohn-Sham gap (spin up / spin down): 8.751 / 8.750 eV

```
5
Properties=species:S:1:pos:R:3:forces:R:3
N 0.414171 0.202589 0.701006 0.7350 -0.0303 0.7103
S 1.841414 -0.151194 0.893473 0.4619 1.0758 -1.0162
Cl 3.374784 1.370043 -0.294267 -1.1497 -1.0836 0.7739
Cl 2.414574 -1.783280 -0.232287 -0.1230 0.1603 0.0545
H -0.239838 0.063275 -0.046640 0.0758 -0.1223 -0.5225
```
Forces are in eV/Å.

Atom charges from the Löwdin analysis, given in e for atoms 1 to 4:
1. N -0.38
2. S 0.37
3. Cl -0.16
4. Cl 0.14

---

Here is an isolated molecule of Cl2O3S in a non-equilibrium geometry from the OMol25 dataset. Energies are from ωB97M-V/def2-TZVPD.

Values from the calculation:
- HOMO energy: -10.981 eV
- Kohn-Sham gap: 9.724 eV
- SMILES: O=S(=O)(Cl)OCl

```
6
Properties=species:S:1:pos:R:3:forces:R:3
O 0.843415 1.646814 0.498682 -0.2611 0.3235 0.1500
S 0.516676 0.334882 0.102873 -2.8274 0.1041 -0.2433
O 1.165716 -0.338686 -0.950159 0.1363 -0.2420 -0.1729
Cl 0.428682 -0.843982 1.719888 0.0178 0.0712 -0.1861
O -1.371476 0.321645 -0.295597 3.6389 0.1915 0.7456
Cl -1.583013 -1.120673 -1.075687 -0.7047 -0.4483 -0.2933
```
Forces are in eV/Å.

Atom charges from the Löwdin analysis, given in e for atoms 1 to 4:
1. O -0.29
2. S 0.32
3. O -0.33
4. Cl 0.45

---

Here is a structure of composition Cl2O4P in a non-equilibrium geometry from the OMol25 dataset. Energies are from ωB97M-V/def2-TZVPD.

Values from the calculation:
- HOMO energy: -4.670 eV
- Kohn-Sham gap: 7.565 eV
- Total charge: -1

```
7
Properties=species:S:1:pos:R:3:forces:R:3
O -0.126729 -1.645628 0.874428 -0.0349 1.0523 -1.2142
O -1.620545 0.147052 -0.353702 -1.0264 1.0400 -0.0604
O 1.231607 0.932815 1.172247 -1.8808 -1.2405 -1.5177
O 0.659194 -0.461796 -1.306473 -0.0551 -0.2609 0.3011
P -0.366196 -0.464637 0.008098 2.9578 -1.0303 1.1387
Cl 0.014841 1.121164 2.307266 0.0320 0.5616 0.8658
Cl 0.207828 0.371030 -2.701863 0.0074 -0.1223 0.4867
```
Forces are in eV/Å.

Atom charges from the Löwdin analysis, given in e for atoms 1 to 4:
1. O -0.33
2. O -0.33
3. O -0.87
4. O -0.75

---

Here is a structure of composition Cl2O4V2 in a non-equilibrium geometry from the OMol25 dataset. Energies are from ωB97M-V/def2-TZVPD.

Values from the calculation:
- HOMO energy: -7.829 eV
- Kohn-Sham gap: 2.699 eV

```
8
Properties=species:S:1:pos:R:3:forces:R:3
O 2.520972 -1.204619 -0.664836 -3.8028 1.1639 -0.2623
V 0.976253 -0.703569 -0.926156 2.2218 -5.0887 0.1182
O 1.090813 0.818301 -0.786666 -0.2032 2.1069 0.0110
O -1.563657 0.820701 2.407104 2.1582 4.7883 -1.9410
V -0.885787 2.266451 1.866674 -1.9217 -5.0624 3.6582
O -0.918218 2.335251 0.373204 -0.3829 0.0267 -2.0529
Cl 0.507303 -3.557809 -1.557086 0.1272 1.7243 0.1238
Cl -1.727677 -0.774709 -0.712236 1.8034 0.3410 0.3451
```
Forces are in eV/Å.

Atom charges from the Löwdin analysis, given in e for atoms 1 to 4:
1. O -0.39
2. V 0.74
3. O -0.40
4. O -0.29